[1]
DFT (ωB97M-V/def2-TZVPD) results for a 3-piece molecular cluster, C13H32O4 overall.

Element x y z (Å)
H1 137.33100 142.17600 122.14600
H2 137.43600 143.03000 126.30800
H3 135.79700 146.70600 121.58800
C1 139.97600 142.44800 125.31100
C2 134.38800 145.80100 119.28100
H4 137.57200 146.47400 123.51500
C3 137.60400 142.50100 125.31600
C4 138.19400 146.16600 122.61500
H5 134.98500 144.06100 120.72900
C5 130.13900 144.05800 120.42900
H6 134.10100 145.25400 118.34700
C6 131.55100 144.31900 122.19900
H7 130.39200 143.06700 120.02600
H8 130.86900 145.05000 122.59500
C7 134.03300 145.67900 124.33200
H9 136.46500 140.80100 125.75900
C8 136.45000 141.78000 125.08500
O1 136.28300 141.12600 123.84700
H10 131.34900 143.30100 122.63400
H11 136.84900 144.54100 122.11800
C9 135.46800 145.04100 120.02400
H12 140.82900 141.97300 125.06600
H13 140.10300 143.50500 124.69700
H14 140.07500 142.56800 126.36500
C10 137.31400 145.42500 121.62200
H15 135.98800 144.49100 118.97200
O2 131.25600 144.66000 120.91300
C11 136.39800 146.08500 120.81800
H16 136.60000 146.94600 120.23200
H17 138.67500 146.97700 122.14600
H18 134.41100 145.55500 125.37400
O3 138.73900 141.77300 125.04300
H19 139.16800 145.77300 122.76300
H20 135.62600 142.39800 125.39900
H21 132.87500 145.69300 121.81800
C12 132.67700 144.83200 122.55600
H22 129.87300 144.70400 119.63200
H23 133.68200 146.82500 124.31900
H24 137.96500 144.84400 120.99000
O4 132.91000 144.84700 123.98000
H25 137.68500 143.41100 124.64700
C13 136.20600 141.86800 122.64200
H26 133.37000 144.21900 122.23500
H27 133.46900 146.15500 119.79300
H28 134.88000 146.63200 119.01300
H29 135.90000 142.83200 122.75300
H30 135.88100 141.46700 121.70400
H31 134.98200 145.60900 123.68400
H32 129.43000 144.15300 121.16900

As for the electronic energy: -815.07055 Eh. As for the lowest unoccupied orbital energy: 0.81 eV. The calculation puts the molar mass at 252.4 Da. The charge is 0. Its HOMO-LUMO gap is 10.22 eV. The calculation puts the HOMO energy at -9.4111 eV. Its SMILES is COCCOC.COCCOC.CCCCC.

---

[2]
DFT (ωB97M-V/def2-TZVPD) results for a 6-piece molecular cluster, C13H33BF4NO6 overall.

Element x y z (Å)
N1 -0.25120 -0.16949 0.74815
H1 -3.07871 -3.22816 -1.74850
O1 1.15417 0.22957 -3.68540
H2 0.49995 3.41310 3.17255
C1 2.05118 1.94133 1.45874
H3 0.88295 -5.00165 2.28011
H4 2.95037 -2.92888 -0.31972
O2 -2.95317 -1.31229 0.37320
C2 -3.85025 -2.47061 -1.61088
H5 0.57909 -1.69785 -2.86841
F1 -4.18411 1.09553 1.90675
C3 1.25307 3.95615 -1.58339
H6 -1.84338 0.44104 -1.40227
H7 -1.06907 -0.74771 0.61832
F2 -2.59237 0.27601 3.20957
H8 0.23798 0.15491 -0.07378
H9 0.73528 -2.61920 0.39818
H10 1.94590 4.52270 -2.20557
F3 -2.07716 1.58687 1.51124
C4 1.37744 -3.19056 1.06847
C5 -2.29432 -0.47116 -1.79296
C6 -3.39805 -1.12264 -0.97161
O3 0.75715 2.34561 -3.30851
H11 1.33338 -1.45436 -4.53558
H12 -0.62769 0.66002 1.18433
H13 3.30461 -4.36941 0.69858
H14 1.83319 3.14479 -1.14377
O4 1.14122 0.86852 -1.49857
H15 2.65784 2.84174 1.36215
H16 2.24907 -4.46038 -0.62562
H17 -0.69397 3.35445 -2.13760
H18 1.20325 2.75652 4.63676
H19 0.27902 -4.99930 0.68148
H20 -2.56681 -0.16697 -2.80356
C7 0.28751 3.51300 -2.58444
H21 -1.42040 -1.12177 -1.76031
H22 -0.56073 -4.00621 1.87112
H23 2.86961 1.47224 3.26546
H24 0.34148 4.26203 -3.37446
H25 2.46304 1.08015 0.93258
O5 1.82638 -2.29040 2.04858
C8 2.52965 -3.79509 0.19093
F4 -3.06739 2.51822 3.33368
O6 0.98878 0.64499 3.20223
C9 1.34650 -1.21387 -3.47253
C10 0.42140 -4.34565 1.54204
H26 1.09933 2.12790 0.96148
H27 2.27061 -1.35598 -2.91224
H28 0.86910 4.55819 -0.75985
C11 1.04152 1.12549 -2.70959
C12 1.41472 2.99731 3.59493
H29 2.10871 3.83689 3.55504
H30 0.40138 -0.68238 1.32363
H31 -4.08356 -2.23343 -2.64887
B1 -2.98097 1.40097 2.50294
C13 1.87461 1.70937 2.88883
H32 -4.70066 -2.88629 -1.07041
H33 -4.28666 -0.49405 -0.91369

Its expectation value of S² is 0.754. As for the electronic energy: -1445.68656 Eh. As for the lowest unoccupied orbital energy (spin up / spin down): 4.26 / 4.03 eV. As for the multiplicity: 2. The calculation puts the molar mass at 386.2 Da. The charge is -2. Its HOMO-LUMO gap (spin up / spin down) is 4.60 / 4.37 eV. The calculation puts the HOMO energy (spin up / spin down) at -0.3468 / -0.3457 eV.

---

[3]
DFT (ωB97M-V/def2-TZVPD) results for C13H33ClIN2O2P2Pd as an isolated structure.

Element x y z (Å)
C1 -1.58186 1.13439 3.08915
C2 1.95316 3.03593 0.77825
H1 0.00638 -0.90187 2.83433
C3 -0.25250 -4.20426 1.05151
C4 0.19403 -1.95898 2.63178
C5 0.03122 1.68228 1.38105
H2 -2.51743 1.58007 3.43959
C6 1.16116 -0.68152 -4.08571
I1 -2.86428 1.10608 -0.19898
H3 2.47961 1.07475 -1.99930
H4 1.29125 0.05565 -4.89090
H5 -2.67727 -3.25734 2.08631
H6 1.10195 2.09831 -1.50362
H7 -1.05483 0.69713 3.94509
C7 -2.43435 -2.40581 1.43473
H8 2.13899 -1.07942 -3.78503
P1 -0.64708 -2.43160 1.09180
H9 0.76902 3.20474 3.38791
H10 -0.53978 4.21962 2.71445
H11 2.29710 -4.25730 -2.24437
H12 1.27053 -2.09399 2.47371
H13 0.83407 -4.33107 0.96075
C8 1.35740 -3.70246 -2.12815
P2 0.37229 0.13155 -2.66629
O1 2.59455 -2.13792 -0.71869
H14 -0.79323 3.31800 -0.91791
H15 -1.08362 3.98629 0.68929
O2 0.27585 0.48429 1.19074
H16 2.47451 3.18883 -0.17969
C9 -0.31808 3.26207 3.20788
H17 -2.73079 -1.46177 1.90122
H18 -1.40098 1.77817 -2.75834
N1 0.56770 2.68089 0.53993
H19 0.99188 -3.38731 -3.11308
C10 -1.09811 0.92614 -3.37932
H20 -0.83039 3.25349 4.17982
C11 -0.30045 3.70352 -0.01759
H21 0.33165 4.56035 -0.26328
C12 1.51408 1.49015 -2.31773
H22 -0.60213 -4.65527 1.99121
H23 0.50996 -1.49717 -4.42191
H24 1.65461 2.10236 -3.22266
H25 -0.88037 1.24529 -4.40956
Cl1 -1.83809 -2.44947 -2.12018
H26 -0.14409 -2.58418 3.46911
N2 -0.77637 2.12425 2.41702
H27 0.59817 -4.35426 -1.67927
C13 1.57895 -2.51474 -1.26026
H28 -0.76270 -4.65891 0.19525
H29 -1.89549 0.17443 -3.36170
Pd1 -0.04955 -1.37753 -0.93474
H30 2.00868 3.97298 1.35703
H31 -2.94134 -2.49966 0.46603
H32 2.47373 2.24167 1.32748
H33 -1.81731 0.37018 2.34582

Its expectation value of S² is 6.022. As for the electronic energy: -2342.46204 Eh. As for the lowest unoccupied orbital energy (spin up / spin down): -10.58 / -13.52 eV. As for the multiplicity: 5. The calculation puts the molar mass at 580.1 Da. The charge is +3. Its energy relative to the best compared isomer or geometry (same formula, charge and spin) is 1.05 kcal/mol. Its HOMO-LUMO gap (spin up / spin down) is 7.52 / 5.18 eV. The calculation puts the HOMO energy (spin up / spin down) at -18.1032 / -18.6993 eV.

---

[4]
DFT (ωB97M-V/def2-TZVPD) results for C13H33FN5O7PS as an isolated structure.

Element x y z (Å)
H1 -2.87999 0.43992 4.10110
O1 0.26189 -7.10234 -3.09535
H2 -1.19014 -2.11084 -3.56360
C1 -2.08950 -0.38903 -2.71440
C2 0.66880 -2.97103 -1.81509
H3 -1.00720 4.89656 -0.03485
H4 0.25126 -4.43726 -3.19378
H5 6.29276 1.16075 -0.84678
O2 -1.73470 -4.12096 0.08617
N1 0.21279 -5.30567 -1.34924
H6 -0.35950 1.44898 1.09011
H7 4.83938 -0.42589 -2.23924
C3 -1.93481 0.91300 3.84106
C4 -1.47689 -1.79424 -2.55597
H8 -1.27476 0.31444 -2.89463
N2 -1.51261 5.47280 1.90445
H9 4.01132 -1.19693 -0.86811
O3 -1.00280 -7.56767 -1.06167
C5 -0.20004 0.95484 2.04813
H10 0.33042 -0.85221 -1.87755
O4 2.32994 0.52722 0.48015
H11 0.18403 1.67226 2.76916
H12 1.23482 -3.16476 -0.90913
H13 1.40292 -2.70060 -2.57668
H14 -2.86551 6.51178 0.68871
H15 3.55423 2.12914 0.73603
C6 5.37102 1.72306 -1.00729
C7 -1.52291 5.17536 3.21557
N3 -0.03015 -4.18409 -2.25495
C8 -2.05452 6.71481 1.39062
C9 3.31582 1.19063 0.20575
H16 -2.21612 -2.49195 -2.17002
P1 -0.48347 -5.12202 0.32832
H17 0.10652 4.32397 1.22815
H18 -2.44226 7.31708 2.20926
H19 -2.62443 -0.08108 -1.81868
H20 -3.09369 -0.77622 2.36992
O5 0.55657 -4.11030 1.02547
H21 -1.27730 7.28178 0.87463
H22 3.07818 -0.27894 -2.05185
C10 -2.16435 -0.47591 1.85511
H23 -1.47426 3.56261 1.04222
H24 0.40935 -3.17823 0.77903
S1 -0.55035 -6.64501 -2.02982
N4 -1.46423 0.42605 2.55482
C11 4.02870 -0.32482 -1.52215
H25 -2.07135 1.99258 3.79425
H26 5.36501 2.58301 -0.34113
C12 -0.93870 4.50989 0.97866
F1 -1.80042 -5.99580 -2.69524
H27 5.35128 2.07763 -2.03962
H28 -2.46815 -4.62749 -0.29312
O6 -1.07754 4.14722 3.69469
H29 -2.73873 -0.37459 -3.59002
H30 -1.19819 0.68193 4.61261
H31 -1.98231 5.96352 3.83581
H32 0.52444 0.16179 1.89685
C13 -0.25857 -1.74065 -1.64634
H33 -0.57751 -1.66816 -0.60428
O7 -1.86243 -0.94450 0.76609
N5 4.21900 0.88456 -0.74233

As for the electronic energy: -2154.99636 Eh. As for the lowest unoccupied orbital energy: 0.44 eV. The calculation puts the molar mass at 453.5 Da. The charge is 0. Its HOMO-LUMO gap is 9.07 eV. The calculation puts the HOMO energy at -8.6288 eV.

---

[5]
DFT (ωB97M-V/def2-TZVPD) results for a 2-piece molecular cluster, C13H33N2O6P2 overall.

Element x y z (Å)
H1 -4.55103 -6.33890 0.50679
H2 1.60482 7.27401 -3.28078
H3 -0.84416 -2.95843 -0.20645
H4 1.50027 -0.01359 2.68793
H5 -1.09022 5.77364 1.57602
H6 3.31678 7.70976 -3.13017
H7 -0.38078 -6.96094 -1.51165
H8 -0.31141 -1.95613 2.69785
N1 -2.33497 2.64684 3.79894
C1 2.92938 5.60634 -3.21346
H9 -0.60622 1.02333 0.77603
P1 -0.15381 2.95046 2.40885
H10 -2.30525 -5.61462 -2.36373
C2 -0.04298 -4.87067 -0.95703
H11 -0.11040 0.19633 3.49736
H12 -5.01410 -4.74582 -0.14761
N2 -1.39906 3.47484 -0.56265
O1 -3.04409 -5.22828 -0.43043
C3 -0.36705 -3.86378 0.20188
H13 -4.70564 -6.14625 -1.27239
C4 -0.84364 -6.19879 -0.86044
H14 2.08268 -1.79650 1.65288
C5 4.28895 5.07094 -3.57890
H15 1.18962 -1.61878 0.05449
H16 5.06557 5.67003 -3.10033
H17 4.37601 4.04209 -3.23354
O2 -0.53649 5.65958 0.80548
O3 -1.90650 2.66012 2.51568
H18 4.41838 5.09150 -4.66265
H19 -1.12413 -4.33294 0.85455
O4 -3.26436 1.91373 3.92559
C6 1.14194 -1.95986 1.10263
H20 -0.35825 4.21479 3.11435
H21 1.80682 -3.96639 0.66416
H22 1.27289 3.26378 2.40117
O5 2.12548 4.92488 -2.62737
P2 -0.31894 4.02788 0.47818
H23 1.03900 -5.09735 -0.90430
C7 -0.04071 -1.26845 1.87446
C8 0.88567 -3.50863 1.07759
H24 -0.86127 -6.54693 0.18483
H25 1.09352 1.40953 0.97594
C9 -2.31344 -6.04153 -1.34262
C10 0.15142 1.26797 1.54461
O6 1.17513 3.84562 -0.29158
C11 2.61323 7.02530 -3.60740
H26 -2.76463 -7.05323 -1.32454
C12 0.41293 0.09292 2.53463
H27 -0.87101 -1.12605 1.16920
H28 1.00682 4.15293 -1.19581
H29 0.73477 -3.90117 2.09955
C13 -4.39940 -5.63891 -0.34094
H30 -1.87372 2.70029 -0.10964
H31 0.02509 2.30330 3.70170
H32 -0.18839 -4.37157 -1.93455
H33 2.66892 7.13176 -4.69241

As for the electronic energy: -1758.67168 Eh. As for the lowest unoccupied orbital energy: 2.57 eV. The calculation puts the molar mass at 375.4 Da. The charge is -1. Its energy relative to the best compared isomer or geometry (same formula, charge and spin) is 25.67 kcal/mol. Its HOMO-LUMO gap is 6.53 eV. The calculation puts the HOMO energy at -3.9603 eV.